Entry 1:
This record from the OMol25 dataset describes a cluster of 17 separate species, H35O17 in total at a distorted geometry. The level of theory is ωB97M-V with the def2-TZVPD basis set.

```
! RIJCOSX wB97M-V def2-TZVPD def2/J DEFGRID3
* xyz 0 2
O -0.50 -2.05 -3.67
H 3.54 2.74 0.26
H 2.03 3.32 0.33
O 2.65 2.63 0.00
H 1.26 5.07 -0.58
H -2.13 -3.17 -1.19
O 0.26 -1.12 3.07
H -2.71 -4.04 -2.39
H 1.09 -1.25 3.62
O -3.86 -0.42 1.31
H -4.84 -0.29 1.38
H 4.41 -1.84 -0.35
O 0.51 -3.43 1.71
H 2.10 1.17 -1.55
O 0.86 0.85 1.74
H 0.37 0.01 2.06
H -1.61 3.12 1.39
O -1.15 1.57 -0.29
H -1.55 -0.22 -3.10
H -0.78 1.05 -0.93
O 4.33 -2.14 0.53
H 0.11 -2.57 -4.20
H 1.19 -0.16 -1.23
O 0.78 4.28 -0.67
H 0.09 -2.30 0.35
H -0.01 4.34 -1.36
O -1.99 3.15 2.27
H -0.78 2.37 -0.54
H -2.94 3.48 1.97
O 0.72 -1.71 -0.23
H -1.40 3.56 -3.17
H 1.39 -3.19 1.20
O 0.02 2.07 3.87
H -0.08 -2.04 2.85
H -0.97 2.14 4.02
O -1.07 3.24 -2.39
H -1.30 -2.49 -3.47
H -0.55 2.60 -2.83
O 1.20 0.79 -1.45
H 1.75 -3.31 -0.58
H 0.58 1.58 2.43
O 1.73 -4.28 -0.71
H 0.43 -4.41 2.07
H 1.23 -4.30 -1.65
O -2.07 -3.31 -2.10
H 0.42 1.29 0.90
H -3.68 0.45 1.75
O -2.38 -0.16 -2.72
H -2.84 -0.90 -2.81
H 5.21 -2.42 0.57
H 0.17 -1.73 -1.01
H 0.37 2.94 3.85
*
```

Kohn-Sham gap (spin up / spin down), eV: 2.1768 / 10.6534
<S²>: 0.7508
Energy above the lowest of the compared OMol25 structures with the same formula, charge and spin, kcal/mol: 44.1
Lowest unoccupied orbital energy (spin up / spin down), eV: 0.10 / 0.07
E_HOMO (spin up / spin down), eV: -2.1 / -10.6

Results of the Löwdin charge analysis, in e, for atoms 1 through 5:
1. O -0.07
2. H 0.02
3. H 0.02
4. O -0.08
5. H 0.01

***

Entry 2:
This record from the OMol25 dataset describes the molecule HO2PS at a distorted geometry. The level of theory is ωB97M-V with the def2-TZVPD basis set.

```
! RIJCOSX wB97M-V def2-TZVPD def2/J DEFGRID3
* xyz 0 1
O 3.50 1.14 -0.07
O 0.98 -1.97 -0.03
P 0.87 -0.49 0.04
S 2.90 -0.20 -0.06
H -0.64 -0.03 -0.18
*
```

Kohn-Sham gap (spin up / spin down), eV: 7.0880 / 6.8480
Energy above the lowest of the compared OMol25 structures with the same formula, charge and spin, kcal/mol: 71.7
Lowest unoccupied orbital energy (spin up / spin down), eV: -1.88 / -1.94
E_HOMO (spin up / spin down), eV: -9.0 / -8.8

Charge distribution, Löwdin scheme, values in e:
1. O -0.65
2. O -0.57
3. P 0.53
4. S 0.67
5. H 0.03

***

Entry 3:
This record from the OMol25 dataset describes a structure of composition C30H42As3FN3PdS at a distorted geometry. The level of theory is ωB97M-V with the def2-TZVPD basis set.

```
! RIJCOSX wB97M-V def2-TZVPD def2/J DEFGRID3
* xyz 3 1
Pd 0.51 0.53 -0.20
C 1.67 1.03 3.10
As 0.01 0.74 2.13
C -1.09 2.13 2.89
C -0.67 -0.86 3.03
C -1.88 -1.60 2.44
C -2.97 -0.63 2.02
C -1.43 -2.45 1.26
As -0.89 -1.51 -0.36
C 0.12 -2.88 -1.29
C -2.52 -1.38 -1.41
C -2.47 -2.52 3.53
As -1.59 -3.99 4.57
C -0.67 -5.08 3.21
C -0.02 -3.11 5.39
H 1.41 1.14 4.15
H 2.17 1.94 2.76
H 2.33 0.17 3.00
H -1.25 1.87 3.93
H -2.06 2.19 2.39
H -0.58 3.09 2.84
H -0.90 -0.50 4.04
H 0.19 -1.55 3.15
H -2.63 0.06 1.23
H -3.32 -0.03 2.86
H -3.84 -1.17 1.63
H -2.24 -3.13 0.95
H -0.58 -3.09 1.54
H -0.45 -3.81 -1.31
H 1.07 -3.05 -0.77
H 0.32 -2.56 -2.31
H -3.01 -2.36 -1.39
H -2.30 -1.12 -2.44
H -3.19 -0.64 -0.98
H -3.35 -3.01 3.09
H -2.89 -1.87 4.31
H -1.35 -5.38 2.42
H -0.33 -5.99 3.70
H 0.21 -4.59 2.79
H -0.32 -2.22 5.95
H 0.77 -2.88 4.68
H 0.39 -3.81 6.13
N 2.73 0.17 -4.23
C 1.90 0.08 -5.35
C 2.45 -0.12 -6.61
C 1.60 -0.20 -7.70
C 0.22 -0.07 -7.54
C -0.33 0.14 -6.30
C 0.51 0.21 -5.18
S -0.17 0.44 -3.62
N 1.10 0.49 -2.56
C 2.35 0.37 -2.95
C 3.41 0.47 -1.92
C 4.76 0.55 -2.23
C 5.68 0.63 -1.19
C 5.22 0.63 0.11
C 3.85 0.57 0.33
N 2.96 0.50 -0.66
H 3.72 0.05 -4.40
H 3.52 -0.22 -6.73
H 2.01 -0.35 -8.69
H -0.42 -0.12 -8.42
H -1.40 0.24 -6.18
H 5.15 0.57 -3.24
H 6.74 0.69 -1.41
H 5.89 0.68 0.95
H 3.45 0.58 1.33
F -3.86 5.92 2.07
C -3.06 5.14 1.40
C -3.60 4.00 0.80
C -2.76 3.18 0.09
C -1.38 3.47 -0.02
C -0.53 2.67 -0.81
C -0.88 4.64 0.61
C -1.71 5.49 1.31
H -4.66 3.83 0.90
H -3.15 2.31 -0.42
H 0.48 3.01 -1.03
H -0.97 1.96 -1.51
H 0.17 4.88 0.51
H -1.38 6.40 1.78
*
```

Kohn-Sham gap (spin up / spin down), eV: 3.2752 / 3.7706
Energy above the lowest of the compared OMol25 structures with the same formula, charge and spin, kcal/mol: 36.6
Lowest unoccupied orbital energy (spin up / spin down), eV: -11.31 / -10.98
E_HOMO (spin up / spin down), eV: -14.6 / -14.7

Results of the Löwdin charge analysis, in e, for atoms 1 through 5:
1. Pd 0.40
2. C -0.25
3. As 1.13
4. C -0.23
5. C -0.31

***

Entry 4:
This record from the OMol25 dataset describes a structure of composition C20H15AlBrIN5. The level of theory is ωB97M-V with the def2-TZVPD basis set.

```
! RIJCOSX wB97M-V def2-TZVPD def2/J DEFGRID3
* xyz 3 1
Al -0.23 0.28 -0.08
N 3.77 -0.99 -0.42
C 2.72 -0.35 0.00
N 1.52 -0.40 -0.60
C 1.40 -1.21 -1.76
N 0.26 -1.25 -2.40
N -0.64 -0.42 -1.80
C -1.70 -0.02 -2.38
C -2.45 0.99 -1.61
C -3.65 1.52 -2.04
C -4.26 2.50 -1.26
C -3.65 2.90 -0.09
C -2.45 2.32 0.28
N -1.85 1.38 -0.46
C 2.53 -1.97 -2.23
C 2.47 -2.80 -3.35
C 3.60 -3.48 -3.76
C 4.80 -3.33 -3.06
C 4.89 -2.51 -1.95
C 3.75 -1.84 -1.55
H 4.64 -0.88 0.08
H 2.84 0.26 0.88
H -1.99 -0.35 -3.37
H -4.08 1.18 -2.97
H -5.20 2.94 -1.58
H -4.09 3.66 0.54
H -1.95 2.63 1.19
H 1.53 -2.90 -3.88
H 3.55 -4.12 -4.62
H 5.68 -3.87 -3.40
H 5.82 -2.40 -1.42
Br 0.62 1.76 1.77
C -0.64 1.34 3.17
C -0.82 2.31 4.14
C -1.71 2.05 5.17
C -2.41 0.85 5.22
C -2.23 -0.11 4.23
C -1.33 0.14 3.21
I -1.03 -1.41 1.81
H -0.28 3.24 4.10
H -1.85 2.79 5.95
H -3.10 0.65 6.03
H -2.77 -1.05 4.28
*
```

Kohn-Sham gap, eV: 6.8934
Energy above the lowest of the compared OMol25 structures with the same formula, charge and spin, kcal/mol: 0.0
Lowest unoccupied orbital energy, eV: -10.51
E_HOMO, eV: -17.4

Results of the Löwdin charge analysis, in e, for atoms 1 through 5:
1. Al -0.04
2. N 0.19
3. C -0.09
4. N 0.05
5. C -0.21